# 1
{"formula": "C17H18N8O2", "method": "ωB97M-V/def2-TZVPD", "homo_lumo_gap_ha": 0.322, "lumo_ev": 0.39, "spin_multiplicity": 1, "relative_energy_ev": 2.350, "charge": 0, "elements": ["O", "N", "N", "N", "N", "O", "C", "C", "C", "C", "C", "C", "C", "C", "C", "C", "C", "C", "C", "N", "N", "N", "N", "C", "C", "C", "C", "H", "H", "H", "H", "H", "H", "H", "H", "H", "H", "H", "H", "H", "H", "H", "H", "H", "H"], "xyz": [[-1.718, -2.443, -0.019], [0.048, 0.114, -1.605], [-2.207, -1.555, 2.766], [1.134, -3.770, -3.493], [2.276, -1.684, -3.717], [-0.875, 1.946, 5.312], [-1.134, -1.433, -0.213], [-0.312, -1.058, -1.387], [-1.590, -0.649, 2.039], [-1.063, 2.628, 6.471], [-1.549, 1.659, 7.355], [-1.930, 0.486, 6.617], [-1.283, 0.459, 3.023], [-1.538, 0.728, 5.387], [-1.700, 0.039, 4.194], [2.081, -2.962, -3.899], [0.315, -3.210, -2.633], [1.311, -1.115, -3.006], [0.311, -1.864, -2.355], [-2.408, -1.081, 4.017], [-1.211, -0.529, 0.749], [-0.591, -4.028, -2.002], [1.089, 0.191, -2.572], [0.680, 1.562, -4.520], [2.894, 1.640, -3.276], [1.055, 2.665, -2.205], [1.404, 1.463, -3.147], [-0.916, 3.716, 6.725], [-1.705, 1.819, 8.450], [-2.378, -0.460, 6.950], [-0.684, 1.305, 2.755], [2.998, -3.382, -4.308], [-2.638, -1.642, 4.834], [-0.694, 0.311, 0.440], [-1.250, -3.617, -1.251], [-0.262, -4.989, -1.932], [0.730, 2.622, -4.921], [-0.374, 1.238, -4.394], [1.049, 0.846, -5.250], [3.372, 1.526, -2.420], [3.283, 0.833, -3.905], [3.095, 2.607, -3.675], [1.117, 2.408, -1.182], [0.118, 3.084, -2.388], [1.652, 3.577, -2.412]], "atomic_forces_ev_per_a": [[-1.28, -4.00, -0.81], [2.33, 5.45, -0.45], [-1.17, -1.93, -1.87], [0.46, -0.38, -0.03], [-0.28, 1.98, -0.29], [-1.10, 1.01, -1.55], [-0.35, 0.95, 0.19], [-0.41, -2.66, -1.01], [-0.40, 2.55, 5.86], [-0.60, -2.63, 2.76], [-0.56, 1.81, 1.38], [-0.01, -0.33, 2.16], [1.43, -0.73, -4.81], [1.37, 1.93, 0.37], [-0.47, 0.56, -0.23], [2.55, -0.56, -0.58], [-2.73, -1.99, 1.50], [-1.75, 0.75, 1.08], [1.42, -0.69, -0.32], [0.83, -0.50, 0.35], [1.88, 2.85, -1.55], [-0.27, 0.49, 0.69], [-1.86, -2.13, 2.04], [-0.57, 0.81, 0.33], [-1.30, -1.56, -4.33], [0.43, 0.13, -1.18], [0.14, 2.33, -0.38], [0.45, -1.52, -1.19], [0.00, -0.11, -1.25], [0.16, 0.80, 0.07], [0.01, 0.37, 0.27], [-0.51, -0.64, -0.61], [-0.08, -0.52, -1.06], [-0.52, -0.21, 1.09], [1.54, -0.84, -1.34], [-0.53, 0.35, -0.08], [-0.09, -1.32, 0.35], [0.36, 0.63, 0.12], [0.57, 0.11, -0.05], [1.95, -0.27, 4.29], [0.21, 0.31, -0.34], [0.29, 0.52, -0.54], [0.24, -0.28, 1.04], [-2.18, 0.04, -0.15], [0.42, -0.96, 0.06]]}

***

# 2
{"formula": "C17H19BN2O4RhS", "method": "ωB97M-V/def2-TZVPD", "homo_lumo_gap_ha": 0.329, "lumo_ev": -2.20, "spin_multiplicity": 1, "relative_energy_ev": 0.000, "charge": 1, "elements": ["Rh", "C", "S", "C", "H", "H", "H", "H", "H", "H", "N", "C", "N", "C", "C", "C", "C", "C", "C", "H", "H", "H", "H", "H", "H", "O", "B", "O", "C", "C", "C", "C", "C", "C", "H", "H", "H", "H", "C", "C", "O", "O", "H", "H", "H"], "xyz": [[1.324, -0.845, -0.191], [-1.507, -1.091, 1.414], [0.230, -0.799, 1.819], [0.607, -2.356, 2.659], [-1.597, -1.956, 0.762], [-1.878, -0.204, 0.905], [-2.069, -1.246, 2.334], [0.346, -2.262, 3.710], [1.673, -2.541, 2.558], [0.056, -3.172, 2.197], [2.727, 3.051, 0.550], [1.760, 2.186, 0.197], [2.192, 0.951, 0.161], [3.543, 0.998, 0.522], [4.492, -0.017, 0.640], [5.767, 0.352, 1.012], [6.102, 1.694, 1.261], [5.173, 2.705, 1.142], [3.888, 2.326, 0.766], [2.616, 4.048, 0.626], [0.754, 2.491, -0.043], [4.229, -1.049, 0.442], [6.531, -0.407, 1.115], [7.115, 1.938, 1.550], [5.433, 3.738, 1.331], [2.158, -0.760, -2.252], [0.822, -1.221, -2.425], [0.023, -0.286, -3.046], [0.842, 0.811, -3.231], [0.526, 2.025, -3.796], [1.558, 2.959, -3.884], [2.842, 2.674, -3.427], [3.147, 1.439, -2.855], [2.114, 0.542, -2.771], [-0.470, 2.231, -4.161], [1.358, 3.923, -4.331], [3.621, 3.418, -3.528], [4.139, 1.193, -2.498], [0.450, -4.822, -1.703], [0.642, -3.368, -1.480], [0.496, -2.595, -2.538], [0.893, -2.879, -0.381], [0.890, -5.118, -2.653], [-0.622, -5.022, -1.758], [0.876, -5.385, -0.878]], "atomic_forces_ev_per_a": [[0.53, -0.42, 0.07], [0.06, 0.03, 0.08], [-0.04, -0.02, -0.20], [-0.01, 0.03, -0.01], [0.00, -0.02, -0.01], [0.00, 0.00, -0.01], [0.02, 0.01, 0.00], [-0.04, -0.01, -0.01], [0.01, 0.03, 0.03], [0.03, 0.00, -0.04], [0.03, 0.04, -0.01], [-0.14, 0.01, -0.10], [-0.07, 0.04, 0.23], [-0.04, 0.09, -0.05], [-0.06, -0.01, -0.02], [0.01, -0.01, -0.01], [0.00, 0.01, 0.00], [0.01, 0.01, -0.01], [-0.02, 0.03, -0.02], [0.00, 0.00, -0.01], [0.02, 0.00, 0.02], [0.01, 0.01, 0.01], [-0.01, 0.01, 0.00], [0.00, 0.00, 0.00], [-0.01, -0.01, 0.00], [-0.07, -0.08, 0.11], [-0.24, 0.18, -0.05], [0.04, 0.19, -0.16], [-0.20, -0.07, -0.03], [-0.03, 0.04, 0.01], [-0.01, -0.02, 0.02], [-0.02, -0.02, 0.02], [0.06, 0.04, 0.00], [0.28, -0.09, -0.02], [0.01, 0.00, 0.00], [0.00, -0.01, 0.00], [0.00, -0.01, 0.00], [-0.01, 0.02, -0.01], [-0.05, -0.02, -0.03], [-0.01, 0.11, -0.13], [0.07, -0.03, 0.14], [-0.15, -0.06, 0.16], [0.00, -0.01, 0.01], [0.01, 0.00, -0.02], [0.00, 0.00, 0.01]]}